1.
The following is a DFT calculation (ωB97M-V/def2-TZVPD) of an isolated molecule of C4H4N4.

Structure (XYZ):
```
12
Properties=species:S:1:pos:R:3:lowdin_charge:R:1
C 0.2441 0.6276 0.9606 -0.458
N 1.0730 -1.1020 -0.2994 0.031
C -1.1599 -0.4232 -1.3390 -0.043
H -0.7417 -0.3433 2.7129 0.093
C -0.6600 0.8778 -1.0384 -0.183
N 1.3644 -0.2875 0.5880 0.080
H -2.0414 -0.7027 -2.0074 0.136
N 0.2512 1.4196 -0.2113 0.129
N -0.5266 0.4723 2.0359 0.122
H -0.5406 -2.3332 -0.8236 0.075
C -0.2822 -1.3305 -0.6821 -0.107
H -0.6633 1.3525 -2.0813 0.126
```

* molar mass: 108.1 g/mol
* HOMO: -9.22 eV
* structure (SMILES): [H]/N=c1/ncccnn1
* lowest unoccupied orbital energy: -0.56 eV
* energy relative to the best compared isomer or geometry (same formula, charge and spin): 125.6 kcal per mole
* Kohn-Sham gap: 8.66 eV

2.
The following is a DFT calculation (ωB97M-V/def2-TZVPD) of an isolated molecule of C17H13BrCl2N2O2.

Structure (XYZ):
```
37
Properties=species:S:1:pos:R:3:lowdin_charge:R:1
H -1.2080 0.9885 -0.1294 0.133
C -3.3643 -0.7718 -1.1250 -0.016
N -1.2341 -1.1235 -0.0315 0.017
Cl 5.3985 0.7903 0.7818 0.716
H 1.8850 4.1332 0.7366 0.103
H -2.1824 -3.5922 0.3205 0.105
N 2.6043 1.5670 0.3963 0.120
H -3.1157 0.2599 -1.3124 0.106
C 1.2611 1.5404 0.1773 -0.423
H -0.8146 0.1460 -1.6501 0.140
C -4.9376 -2.5604 -1.3113 -0.688
Cl 7.3060 3.1199 1.5648 0.683
C -0.4395 -1.6687 0.9347 -0.422
C 5.6292 3.4345 1.3090 -0.688
H 3.4100 5.9675 1.3598 0.110
C 0.7717 -0.7606 1.1089 -0.022
C 3.7940 4.9661 1.2473 -0.065
C -4.0747 -3.4066 -0.6366 -0.115
H 1.6756 -1.3535 1.2371 0.129
C 3.4111 2.6444 0.7483 -0.231
H 1.3981 -0.3096 -0.9165 0.157
H -5.2692 -0.5888 -2.0780 0.102
Br -6.6242 -3.2121 -1.9108 0.716
C 2.9327 3.9429 0.8973 -0.003
C -2.4777 -1.6103 -0.4474 -0.177
H 3.1157 0.6935 0.3263 0.082
C 4.7745 2.3986 0.9588 -0.592
C -0.7014 0.1175 -0.5642 -0.091
H 5.8138 5.5195 1.7271 0.105
C -2.8497 -2.9345 -0.2095 0.004
H -4.3542 -4.4315 -0.4482 0.104
H 0.6165 -0.1740 2.0180 0.144
O 0.5250 2.4964 0.2442 0.093
C -4.5891 -1.2444 -1.5563 -0.125
C 0.7690 0.1290 -0.1370 -0.186
O -0.6452 -2.6763 1.5656 0.087
C 5.1397 4.7241 1.4545 -0.110
```

* molar mass: 428.1 g/mol
* HOMO: -8.54 eV
* structure (SMILES): O=C(Nc1cccc(Cl)c1Cl)[C@H]1CC(=O)N(c2ccc(Br)cc2)C1
* lowest unoccupied orbital energy: 0.33 eV
* Kohn-Sham gap: 8.87 eV

3.
The following is a DFT calculation (ωB97M-V/def2-TZVPD) of a structure of composition C52H42N15O4PS2Ti.

Structure (XYZ):
```
117
Properties=species:S:1:pos:R:3:lowdin_charge:R:1
C 4.0383 2.8337 4.1031 -0.122
N 0.8024 -1.7552 0.7813 -0.081
N -2.3776 -0.7880 -1.7547 -0.122
H -4.0519 4.6049 -4.3657 0.105
C 2.5643 -0.8212 -1.2626 -0.502
H 0.1586 3.0272 -2.3191 0.102
C -1.9365 1.2746 5.7658 -0.110
C -2.5268 -3.1275 6.5451 -0.111
C -7.3053 -3.5523 1.7753 -0.112
N -1.9101 -1.0791 0.8695 0.080
H -6.2670 -5.4286 1.8110 0.098
N 3.1339 0.2930 1.6327 0.144
H -8.0544 -1.5447 1.7743 0.095
C 3.0110 1.3379 2.4952 -0.316
H 5.0184 1.1384 3.2358 0.099
C 1.7766 3.1825 3.4158 -0.105
N 1.3586 -3.2174 2.2598 -0.079
H 3.4719 -2.6118 -0.9004 0.133
H -1.2115 -3.1243 -5.0332 0.099
H 2.3065 -0.0415 1.1686 0.016
C -1.9124 2.6369 -2.6211 -0.056
N 3.4744 -0.2906 -2.0558 0.025
H -1.6729 3.4755 3.2071 0.089
H -5.8332 -0.5237 2.1479 0.109
H 3.9352 -0.3074 1.6699 0.100
C -1.9651 5.0296 -4.0426 -0.104
C -4.9359 -3.7806 2.1276 -0.033
H 0.1188 -0.3860 3.6490 0.092
C -3.4353 -1.7966 2.5504 -0.258
H -2.7849 3.2059 5.3856 0.092
N 1.5897 0.0531 -0.9621 -0.115
H -5.1817 -3.6481 -3.5629 0.063
H 0.8624 3.7596 3.4803 0.102
O -4.2607 2.3784 -3.1303 0.034
H 4.8970 3.1124 4.7037 0.089
H -1.2765 -3.3088 3.3965 0.088
C -2.1344 2.4230 5.0109 -0.098
H 1.9614 5.5168 -0.6631 0.100
H 0.1323 5.1652 -3.5898 0.097
C -0.4209 -3.8326 -4.8209 -0.080
H -2.1432 3.4365 1.1048 0.088
P 0.2251 1.5798 1.6636 1.166
H 0.9923 -6.6708 -6.0403 0.069
C -4.4697 -3.9059 -1.5470 -0.501
N -2.7436 0.4481 -2.1896 0.039
N 2.2749 -3.3211 1.2799 0.025
H -3.5820 0.2719 3.1663 0.144
O -2.1745 -3.3599 1.1598 0.035
C -0.1342 5.7762 -0.2797 -0.117
H -4.5391 -4.9907 -1.6214 0.081
H -1.9962 5.9542 -4.6075 0.090
S -4.8152 -1.4533 -2.6698 0.902
C -0.4951 0.4186 4.0444 -0.084
C 1.1226 3.8228 0.3389 -0.102
H 2.8139 4.4681 4.7870 0.085
C -3.1138 3.0797 -3.2102 -0.272
C -3.8866 -1.8785 5.0105 -0.040
N 0.5011 -2.3024 1.9820 -0.057
C 1.6350 -5.6393 -4.2492 -0.139
C 1.9091 -2.4101 0.3933 -0.485
N -3.4259 -0.3578 2.3944 0.170
C -3.1885 -1.7418 -1.9768 -0.860
H 2.0556 3.2751 0.3382 0.102
C 1.4263 -4.5860 -3.3949 -0.061
C 4.1082 1.7268 3.2840 -0.053
C -0.1872 -4.8984 -5.6540 -0.143
H -4.7038 -3.5818 -0.5352 0.053
C -2.4086 -2.2068 1.4464 -0.435
Ti -0.3719 -0.5483 -0.4878 0.833
H -6.3886 -3.2153 -2.3233 0.065
O -2.3400 1.1691 1.0855 -0.022
H -2.3242 -3.4779 7.5502 0.091
H -8.2723 -4.0042 1.5894 0.090
H -2.2349 5.6902 0.1332 0.099
C -5.3278 -3.2048 -2.5776 -0.539
C 1.8071 2.0681 2.5820 -0.279
C -2.5184 0.0021 1.4212 -0.559
H -4.7529 -1.2556 4.8152 0.116
H -0.9418 -0.6210 5.8676 0.096
C -1.9460 -3.0451 4.2054 -0.008
H -0.8022 -5.0295 -6.5379 0.085
C -6.1771 -4.3525 1.9013 -0.091
N 3.0402 0.9702 -2.2601 -0.089
C -1.6894 -3.4826 5.4984 -0.076
C -0.7565 3.4034 -2.7632 -0.013
C 0.1333 -2.6346 -2.7454 -0.149
C -0.7773 4.5895 -3.4734 -0.104
C -3.6226 -2.3090 6.2985 -0.099
C -3.1246 4.2824 -3.9084 -0.035
N -0.0122 -1.7771 -1.9472 0.056
H -0.8239 -4.1067 5.6834 0.104
C 2.8716 3.5846 4.1629 -0.117
C 0.3728 -3.6501 -3.6454 -0.248
H -0.1799 6.7672 -0.7158 0.093
H 2.0403 -4.4497 -2.5138 0.094
N 1.9420 1.1774 -1.6268 -0.043
H 2.4344 -6.3423 -4.0421 0.086
C -1.2306 3.9126 0.7813 -0.098
H -2.4342 1.1505 6.7205 0.091
H -4.0213 1.4862 -2.7638 0.053
C -0.0164 3.2397 0.9027 -0.336
C -0.6874 1.5690 3.2779 -0.354
S -2.7514 -3.4316 -1.9004 0.975
C -1.8000 1.3373 -1.9488 -0.376
C -3.0550 -2.2467 3.9541 -0.136
C -7.1789 -2.1755 1.8729 -0.092
N 2.6200 -2.1016 -0.7471 0.141
C -5.9352 -1.5986 2.0900 -0.026
C -1.2828 5.1775 0.2096 -0.091
H -4.2769 -2.0142 7.1107 0.094
C 0.8307 -5.8245 -5.3841 -0.153
C -4.8038 -2.3966 2.2281 -0.138
O -0.7614 1.0607 -1.2553 -0.187
C 1.0645 5.0778 -0.2424 -0.091
C -1.1016 0.2769 5.2833 -0.087
H -4.0502 -4.3965 2.2112 0.121
C -1.5066 2.5748 3.7822 -0.097
```

* charge: -2
* molar mass: 1084.0 g/mol
* HOMO (spin up / spin down): -0.24 / -3.31 eV
* lowest unoccupied orbital energy (spin up / spin down): 3.76 / 3.76 eV
* energy relative to the best compared isomer or geometry (same formula, charge and spin): 0.0 kcal per mole
* Kohn-Sham gap (spin up / spin down): 4.00 / 7.06 eV
* spin multiplicity: 3

4.
The following is a DFT calculation (ωB97M-V/def2-TZVPD) of a cluster of 2 separate species, C6H13N in total.

Structure (XYZ):
```
20
Properties=species:S:1:pos:R:3:lowdin_charge:R:1
H 0.5179 0.6578 -2.2277 0.106
H -2.6819 -0.1282 2.0990 0.070
H 0.7950 1.3193 -0.5996 0.110
H -1.8973 2.1960 -1.0478 0.104
C -2.0930 1.1459 -0.8243 -0.086
H -1.1472 -0.9815 1.7961 0.071
H 2.9253 0.8623 0.9188 0.038
C -2.0117 -0.5041 1.3198 -0.059
C 0.3816 0.4550 -1.1565 -0.301
H -0.8469 1.3107 0.9384 0.134
C -1.4862 0.5843 0.4232 -0.356
N -1.0138 0.1849 -0.8707 -0.140
C 0.9364 -0.8713 -0.6484 0.100
H 3.5275 -0.7945 1.2797 0.042
H 1.5626 -1.3374 -1.4340 0.024
H 3.6000 -0.1625 -0.3936 0.039
H 2.0022 -0.6101 0.4506 -0.048
C 3.0387 -0.1555 0.5408 -0.033
H -3.0410 0.7665 -1.2032 0.104
H -2.5225 -1.2688 0.7291 0.080
```

* molar mass: 99.2 g/mol
* HOMO: -8.33 eV
* lowest unoccupied orbital energy: 0.29 eV
* energy relative to the best compared isomer or geometry (same formula, charge and spin): 131.4 kcal per mole
* Kohn-Sham gap: 8.62 eV

Q: Which value of molar mass does entry 1 give?
A: 108.1 g/mol